ORCA calculation (the ωB97M-V functional and the def2-TZVPD basis) on a single C5H14N2O molecule in a non-equilibrium geometry.

The gap between HOMO and LUMO is 8.8 eV. The spin multiplicity is 1. The SMILES is CC(C)[C@](C)(O)NN. For the total energy, the calculation gives -10436.427 eV. The HOMO energy comes out at -8.038 eV. Its net charge is 0.

Last column: natural (NBO) charge in e.
Element x y z (Å)
C -0.948 -0.468 -0.400  -0.26
C -2.025 0.607 -0.458  -0.64
C -0.581 -0.993 -1.785  -0.63
H -1.332 -1.301 0.197  0.20
H 0.337 0.908 -0.598  0.40
H -1.691 1.437 -1.080  0.20
H -2.216 1.013 0.535  0.23
H -2.962 0.203 -0.851  0.22
H 0.079 -1.859 -1.732  0.21
H -0.068 -0.222 -2.362  0.21
H -1.479 -1.283 -2.338  0.21
C 1.233 -1.297 0.934  -0.65
C 0.494 0.004 0.654  0.42
N 1.603 2.156 0.404  -0.68
O -0.112 0.546 1.785  -0.74
N 1.371 0.831 -0.080  -0.53
H -0.054 -0.037 2.551  0.49
H 1.520 2.277 1.412  0.35
H 2.578 2.328 0.178  0.35
H 1.677 -1.692 0.024  0.23
H 2.017 -1.110 1.669  0.21
H 0.557 -2.048 1.339  0.20